52
Properties=species:S:1:pos:R:3 method="wB97M-V/def2-TZVPD" largest_force_ev_per_a=0.90 lumo_energy_ev=2.795 total_charge=-1 multiplicity=1 homo_lumo_gap_ha=0.2836
C -2.772 1.094 3.916
C -2.197 -0.175 3.241
B -1.618 0.043 1.772
O -1.817 -1.003 0.882
B -0.853 1.452 1.116
O -0.578 2.546 2.243
N 0.637 2.513 2.829
O 0.581 2.351 4.006
O -1.795 2.069 0.179
C -1.210 2.112 -1.105
C 0.296 1.890 -0.896
C 1.215 3.127 -0.957
C 0.922 4.229 0.065
O -0.421 4.648 0.064
C 1.794 5.454 -0.178
F 1.402 6.521 0.515
F 1.843 5.839 -1.477
F 3.079 5.208 0.178
O 0.380 1.186 0.326
H -2.095 1.480 4.685
H -3.743 0.886 4.385
H -2.922 1.901 3.192
H -2.993 -0.943 3.200
H -1.416 -0.612 3.882
H -2.317 -1.717 1.296
H -1.426 3.080 -1.570
H -1.632 1.320 -1.742
H 0.657 1.238 -1.710
H 1.232 3.510 -1.984
H 2.225 2.754 -0.732
H 1.231 3.853 1.047
H -0.862 4.205 0.807
C -0.492 -5.191 -2.908
C -0.244 -3.691 -2.784
C 1.231 -3.327 -2.627
C 1.902 -3.899 -1.376
C 1.224 -3.513 -0.062
C 1.189 -2.008 0.185
H -0.170 -5.726 -2.013
H -1.554 -5.402 -3.051
H 0.050 -5.608 -3.760
H -0.816 -3.291 -1.943
H -0.631 -3.190 -3.676
H 1.325 -2.239 -2.622
H 1.781 -3.675 -3.509
H 2.941 -3.553 -1.355
H 1.951 -4.991 -1.451
H 1.754 -4.006 0.759
H 0.203 -3.907 -0.042
H 2.196 -1.585 0.202
H 0.716 -1.775 1.136
H 0.617 -1.481 -0.577